An isolated molecule of C22H27NO2. Source: the Open Molecules 2025 dataset; level of theory: ωB97M-V/def2-TZVPD.

Output
SMILES string: CCOC(=O)[C@H](/N=C/c1ccccc1)[C@H](C)c1c(C)cc(C)cc1C
Energy in eV: -28835.9261
ΔE to the lowest compared entry with this formula, charge and spin in kJ/mol: 262.7
HOMO-LUMO gap in eV: 8.85
HOMO in eV: -8.424

```
52
Properties=species:S:1:pos:R:3:forces:R:3
H 2.396090 -2.482903 3.946516 0.2 0.4 -0.2
C 0.991485 -0.388433 0.510768 0.0 0.4 0.2
H 0.189851 6.756517 -0.098822 0.1 -0.3 0.2
H 1.488526 -2.735833 -0.520609 -0.4 -0.4 0.4
H 3.655611 -4.164015 1.756192 -0.1 -0.3 -0.1
H -0.736701 4.506757 -0.691931 -0.3 0.1 -0.4
O 1.944222 -2.053962 1.953356 0.0 -0.5 -0.2
C -0.886264 -1.182430 -2.299947 -0.5 0.8 1.0
H -2.277949 -0.344710 1.638645 -0.1 -0.2 -0.2
C -1.139262 -1.089003 -0.901922 -0.5 0.0 -0.4
H 2.958461 4.829075 2.585657 0.1 0.2 0.1
O 2.123827 0.013076 2.757166 -0.5 -0.4 -1.3
H -0.168048 1.852403 -0.904288 0.3 0.5 -0.2
H 1.673251 -0.539711 -0.346273 0.4 0.7 0.5
H 1.289271 -1.283766 -2.297304 -0.2 -0.1 0.0
H 0.452898 -2.779253 -2.749125 0.1 0.2 0.0
C 0.702948 3.419723 0.485052 -0.7 0.2 0.4
C 1.682415 3.543121 1.466753 0.3 1.0 0.1
H -3.982212 0.345080 -4.672487 0.3 -0.2 -0.6
C 2.185786 4.813497 1.835042 -0.6 -0.9 -0.3
C -3.113998 -0.305134 -2.777993 0.2 -0.4 -0.1
H 3.675415 -4.474889 3.503695 0.0 0.1 -0.2
H -0.046733 -3.565817 -0.710844 -0.6 0.5 -0.3
C -4.225210 0.209581 -3.636715 -0.6 0.1 0.1
C -2.902323 -0.914127 0.938939 -0.4 0.1 0.0
C 3.088366 -4.060767 2.676037 -0.2 0.1 0.2
C 0.622551 5.850753 0.335751 -0.2 -0.1 0.0
H -2.892012 -1.976072 1.222396 0.1 0.3 0.2
C -0.107719 -1.445512 0.183972 -1.1 -0.8 0.8
C -2.474304 -0.793701 -0.507333 0.9 0.0 0.7
H -3.937192 -0.553102 1.051875 0.4 -0.1 0.0
H 2.034660 2.641073 1.957297 0.1 0.1 -0.2
H 2.156237 -4.644310 2.637932 0.3 0.3 -0.2
H -1.615618 -0.781474 -4.281553 -0.2 0.0 0.2
C 1.749060 -0.729491 1.874106 0.4 -0.3 0.4
N 0.651145 0.999355 0.769562 0.7 1.7 -0.6
H -4.417489 -0.118043 -1.088513 0.3 -0.1 -0.1
C 0.487711 -2.877363 -0.064989 0.9 0.6 0.2
H -0.617102 -1.476672 1.163615 -0.3 -0.3 -0.7
H 3.738593 -1.991429 2.832269 0.3 -0.1 0.6
C 0.415871 -1.683973 -2.819742 0.4 -0.3 -0.6
C 2.837858 -2.588108 2.949296 -0.3 0.2 0.1
C -1.868280 -0.769906 -3.220162 -0.2 0.3 0.5
H 2.057675 6.956134 1.544562 -0.1 -0.3 -0.2
H 0.602362 -3.390012 0.885904 0.1 0.0 -0.2
H -4.601260 1.179054 -3.287913 0.2 -0.1 0.1
C 0.096398 4.598856 -0.027658 1.5 -0.3 0.7
H 0.525367 -1.441565 -3.881948 0.0 0.0 0.2
H -5.078906 -0.476760 -3.550622 0.2 0.1 -0.2
C 0.354718 2.023268 0.050018 -0.5 -2.1 0.2
C 1.681275 5.974031 1.256995 -0.5 -0.6 -0.3
C -3.421323 -0.409108 -1.430674 0.2 0.2 0.0
```
Forces are in eV/Å.

***

An isolated molecule of C22H27NO6. Source: the Open Molecules 2025 dataset; level of theory: ωB97M-V/def2-TZVPD.

Output
SMILES string: CCOc1cc(C(=O)OCC(=O)N(C)c2ccccc2)cc(OCC)c1OCC
Energy in eV: -37027.0482
ΔE to the lowest compared entry with this formula, charge and spin in kJ/mol: 271.2
HOMO-LUMO gap in eV: 8.81
HOMO in eV: -8.189

```
56
Properties=species:S:1:pos:R:3:forces:R:3
H 0.321656 1.784481 -5.092247 0.0 0.1 0.0
C -1.720372 1.555344 0.134519 -0.1 0.1 -0.1
C 0.506103 0.104972 -3.758874 -0.2 -0.1 -0.3
C 3.429040 1.509310 2.689853 0.2 -0.2 0.4
H 0.479611 3.144247 -1.871129 -0.1 -0.1 0.0
C 4.393561 0.335755 2.828341 -0.3 0.3 -0.2
H -3.032397 -0.569406 3.637727 0.0 0.0 0.0
C 0.671681 -0.532496 -1.024143 0.0 -0.2 0.1
C 2.228867 1.293736 -0.744089 0.0 0.0 0.1
H 0.034988 -1.145424 -1.636944 -0.1 0.0 -0.1
H -2.428178 -3.730480 -0.232506 0.1 0.1 0.1
C 0.608505 0.737186 -5.138814 0.1 -0.1 0.4
H -1.677700 0.747367 2.113703 0.0 0.0 0.1
C -2.711768 -0.545356 0.754659 -0.1 0.3 -0.4
H -4.449297 -0.208841 2.617714 0.0 0.0 0.0
H -1.916067 2.118764 -1.921976 0.0 0.1 -0.1
H -1.164954 2.439644 0.408597 0.1 0.1 0.0
C -3.135607 -0.722299 -0.559064 0.0 0.1 0.1
C -2.009985 0.606027 1.097268 -0.1 -0.2 0.0
C 1.283539 3.876009 -1.891014 0.4 -0.2 0.1
H 1.596039 -0.302434 2.209728 0.1 0.0 0.1
H -0.522257 0.176527 -3.380857 0.1 -0.1 0.0
H 3.947121 -0.580628 2.451135 0.0 -0.1 0.0
C 1.576675 -0.053828 1.161636 -0.1 -0.1 0.0
H -3.700626 -1.603731 -0.822388 -0.1 -0.1 0.0
C 0.744009 -0.802721 0.335818 0.4 0.3 -0.3
H 3.898030 2.421773 3.068459 -0.1 -0.1 0.0
C -2.841461 0.230569 -1.515935 0.0 0.0 -0.1
O 3.020239 2.324151 -1.142255 0.0 -0.5 0.1
O -0.077186 -2.128435 2.131967 0.0 0.0 -0.1
H -4.269235 -1.812155 3.381723 0.0 0.1 0.0
H 3.417452 3.933598 -2.227273 -0.1 -0.1 0.0
C -2.134434 1.371519 -1.173177 0.0 0.1 0.0
C -1.851046 -3.354397 0.615576 0.0 -0.4 0.3
C 2.317426 0.987658 0.633378 -0.1 0.1 -0.3
O -0.928890 -2.426536 0.075872 0.3 0.0 -0.1
H 0.792427 -0.954316 -3.804822 -0.1 0.1 0.1
H 4.652942 0.196954 3.874228 0.0 0.0 0.1
O 1.387711 0.809476 -2.905656 0.2 0.2 0.2
H -0.047512 0.218423 -5.831772 -0.1 0.0 -0.1
H -3.179576 0.086479 -2.532159 0.0 0.0 -0.1
H -1.317677 -4.191442 1.081350 -0.2 0.2 -0.1
O -3.285905 -3.607436 2.485026 0.1 -0.3 0.0
C -3.741515 -0.980786 2.917047 -0.2 -0.1 0.3
C 2.613894 3.193046 -2.186151 -0.2 0.5 -0.4
C -2.798034 -2.823599 1.697160 0.2 -0.2 -0.3
N -3.052168 -1.492264 1.744944 -0.2 0.3 0.2
O 3.127958 1.814569 1.342212 -0.1 0.0 -0.3
C -0.091355 -1.841923 0.958925 0.0 -0.2 0.2
H 2.511305 1.328657 3.263154 0.1 0.1 -0.1
H 1.630707 0.673620 -5.501665 0.1 0.0 -0.1
H 2.566228 2.663235 -3.141832 0.1 0.1 0.2
C 1.410434 0.505290 -1.573871 0.1 0.1 0.2
H 1.326938 4.373139 -0.924580 0.0 0.1 0.1
H 1.070662 4.613469 -2.660244 -0.1 0.1 -0.1
H 5.299028 0.537079 2.261680 0.1 0.0 0.0
```
Forces are in eV/Å.

***

> energy of number 1 (C22H27NO2)?

-28835.9261 eV